# 1
The following is a quantum chemistry calculation of one molecule with the formula C10H17N3O4 in a non-equilibrium geometry, from the OMol25 dataset.

Properties
**Energy**: -23307.955 eV
**SMILES**: NC(=O)CC[C@H](N)C(=O)N1CCC[C@H]1C(=O)O
**LUMO energy**: 0.423 eV
**HOMO-LUMO gap**: 9.75 eV
**Charge**: 0

Cartesian coordinates (Å):
C 1.3367 0.1115 -0.2365
C 0.4939 0.5790 0.9491
C 0.8564 -1.2936 -0.6266
C 1.2743 -1.7595 -2.0513
C 2.5349 -2.5983 -2.1935
C -1.5988 1.4757 1.7896
C -2.1086 0.2245 2.4881
C -2.7396 2.2575 1.1101
C -2.7799 1.6478 -0.2918
C -1.3017 1.4059 -0.6295
H 3.1273 1.0242 0.0947
H 2.7936 -0.2077 1.1233
H 1.2143 0.7838 -1.1079
H 1.2524 -2.0570 0.1213
H -0.2345 -1.3018 -0.5677
H 1.3412 -0.8993 -2.7024
H 0.4597 -2.3840 -2.4580
H 4.4336 -2.6882 -1.5638
H 3.5614 -1.3665 -0.8828
H -1.1163 2.0664 2.5550
H -2.4715 3.3160 1.0428
H -3.6779 2.1820 1.6601
H -3.2621 2.3004 -1.0129
H -3.3099 0.6632 -0.2721
H -1.1885 0.5732 -1.2915
H -0.8605 2.2943 -1.1486
H -2.4613 -1.5970 2.2789
N 2.7711 0.1108 0.1321
N 3.5970 -2.2089 -1.4375
N -0.7032 1.1643 0.6867
O 0.8666 0.3771 2.1041
O 2.5762 -3.5380 -2.9798
O -2.6053 0.2280 3.5957
O -2.0711 -0.8857 1.7227

# 2
The following is a quantum chemistry calculation of one molecule with the formula C10H17N3OSi in a non-equilibrium geometry, from the OMol25 dataset.

Properties
**Energy**: -25038.385 eV
**LUMO energy (spin up / spin down)**: -0.566 / -0.699 eV
**HOMO-LUMO gap (spin up / spin down)**: 7.07 / 6.93 eV
**Charge**: 0

Cartesian coordinates (Å):
C 3.1493 -1.1186 0.2483
C 3.4441 0.2066 0.2974
C 1.0981 0.7096 0.0798
C 1.8107 -1.5865 0.4001
C 0.7298 -0.6594 0.2321
C 2.3672 1.1537 0.1799
C 1.7934 3.4933 0.1202
C -2.0254 0.1522 -1.9751
C -2.5541 1.1748 0.9577
C -3.2483 -1.7749 -0.0137
N 1.6189 -2.9457 0.4772
N 0.6321 -3.7638 0.5191
N -0.4956 -1.0871 0.1887
O 2.7745 2.4697 0.0595
Si -1.9684 -0.2746 -0.1456
H 4.0280 -1.7676 0.2465
H 4.5385 0.4212 0.3518
H 0.2758 1.2280 -0.3650
H 2.3025 4.4528 -0.0653
H 1.3553 3.5131 1.0765
H 1.0407 3.1247 -0.5804
H -2.4626 1.1655 -2.0762
H -1.0950 0.1710 -2.3835
H -2.6912 -0.4465 -2.4377
H -2.1153 2.0972 0.6239
H -3.5438 1.3211 0.7118
H -2.4561 1.0277 1.9900
H -3.9616 -1.5589 -0.8295
H -2.8061 -2.6868 -0.0808
H -3.6714 -1.6227 0.9113
H 2.4377 -3.4126 0.7688
H -0.3020 -3.1766 0.5121

# 3
The following is a quantum chemistry calculation of a 2-piece molecular cluster, C10H17N4O overall in a non-equilibrium geometry, from the OMol25 dataset.

Properties
**Energy**: -18639.884 eV
**⟨S²⟩**: 2.0277
**LUMO energy (spin up / spin down)**: -2.468 / -3.985 eV
**HOMO-LUMO gap (spin up / spin down)**: 6.94 / 8.32 eV
**Charge**: +1
**Multiplicity**: 3

Cartesian coordinates (Å):
C 2.5338 1.7356 0.1956
C 1.4049 1.0456 0.5861
C 2.7813 -0.3638 -0.4111
C -0.4812 1.5808 2.2377
C -1.7216 2.5009 -1.3032
C 0.1685 1.2571 1.1909
C 3.4707 -1.5822 -0.8794
C -3.5375 -0.7682 -0.3375
C -1.2987 -1.9612 -0.1947
C -2.1386 -0.6538 0.1914
N -1.8363 1.3234 -0.9508
N 1.6494 -0.3357 0.2889
N 3.3643 0.8271 -0.4163
N -1.3046 0.3950 -0.3392
O -0.1725 -2.1073 0.6354
H 2.7566 2.7735 0.4177
H -1.4708 1.4974 2.4773
H -0.0809 2.0442 3.0260
H -2.1485 2.8366 -2.2591
H -1.2749 3.2217 -0.5788
H 3.6100 -1.7487 -1.8730
H 4.5309 -1.7345 -0.6076
H 2.9824 -2.4264 -0.5984
H -3.8376 0.2184 -0.4973
H -4.3093 -1.1435 0.2317
H -3.4401 -1.2789 -1.3451
H -1.8572 -2.8039 -0.0240
H -1.0402 -1.9203 -1.1756
H -2.3027 -0.3939 1.2127
H 1.1311 -1.2126 0.2373
H 4.3035 1.0982 -0.6494
H -0.4341 -1.9209 1.5119

# 4
The following is a quantum chemistry calculation of an isolated ion of composition C10H17N5 and charge +2 in a non-equilibrium geometry, from the OMol25 dataset.

Properties
**Energy**: -18076.237 eV
**SMILES**: N#CN1C=CC/C(=[NH+]/C2CC[NH2+]CC2)N1
**LUMO energy**: -6.516 eV
**HOMO-LUMO gap**: 8.84 eV
**Charge**: +2

Cartesian coordinates (Å):
C 4.2180 1.3367 -0.0855
C 3.2634 -2.2040 -0.0493
C 4.0425 -1.1490 0.0318
C 1.2941 -0.6913 0.1370
C 1.7395 -2.1045 0.2117
C -1.3307 1.4794 0.8723
C -1.7353 0.7114 -1.3897
C -2.4789 0.5041 1.3253
C -2.8488 -0.1135 -0.9099
C -0.6409 0.8459 -0.2775
N 4.6226 2.3825 -0.3089
N 3.5019 0.1090 0.2952
N 2.1757 0.3136 0.2668
N -0.0025 -0.4156 -0.0945
N -3.5057 0.4154 0.2801
H 3.6958 -3.1890 -0.2763
H 5.1592 -1.1215 -0.0409
H 1.2791 -2.5965 -0.5977
H 1.4782 -2.5481 1.0861
H -1.6278 2.4430 0.5953
H -0.5715 1.4115 1.6023
H -1.4220 0.3454 -2.2843
H -2.1165 1.6863 -1.5474
H -1.9887 -0.5120 1.3772
H -2.9334 0.6570 2.3452
H -3.7012 -0.0841 -1.7328
H -2.6117 -1.1428 -0.8912
H 0.0564 1.6336 -0.6282
H 1.9791 1.3752 0.3040
H -0.6942 -1.1521 -0.2598
H -4.3027 0.0134 0.7018
H -3.9929 1.3605 -0.0583

# 5
The following is a quantum chemistry calculation of a 2-piece molecular cluster, C10H17NO3S overall in a non-equilibrium geometry, from the OMol25 dataset.

Properties
**Energy**: -29111.015 eV
**LUMO energy**: 0.024 eV
**HOMO-LUMO gap**: 9.49 eV
**Charge**: 0

Cartesian coordinates (Å):
C -0.4764 -0.3775 -1.2511
C 0.8055 -1.2436 -1.4681
C 1.1391 -1.1600 1.0117
C -0.1677 -0.3542 1.1376
C 1.7364 -0.7017 -0.3963
C -0.1905 0.6101 -0.1766
C 1.3511 0.8550 -0.2639
C 1.6298 1.5807 -1.5546
C 1.9996 1.6892 0.8123
C -3.3743 -2.1119 1.3147
N -3.5642 -1.4329 0.2685
O -1.4908 -0.5565 -1.8145
O -3.3116 1.1946 1.0959
O -5.5106 0.5345 0.7080
S -4.2189 0.6233 0.1107
H 0.6286 -2.2177 -1.1610
H 1.0925 -1.1062 -2.5050
H 1.8049 -0.7923 1.7253
H 0.9905 -2.2464 0.9673
H -0.9812 -0.8427 1.6064
H 0.0010 0.4164 1.9547
H 2.8757 -0.8182 -0.5037
H 1.4753 1.0237 -2.4423
H 2.7319 1.8827 -1.3906
H 0.9912 2.4881 -1.6680
H 1.4498 1.5486 1.7286
H 1.8992 2.7217 0.5104
H 3.0516 1.5072 0.9881
H -2.5472 -2.8316 1.2693
H -0.9000 1.4271 -0.1431
H -3.8689 -1.7956 2.2482
H -3.1459 -1.7180 -0.6440

# 6
The following is a quantum chemistry calculation of one molecule with the formula C10H17NOS in a non-equilibrium geometry, from the OMol25 dataset.

Properties
**Energy**: -25014.044 eV
**LUMO energy**: 0.804 eV
**HOMO-LUMO gap**: 9.05 eV
**Charge**: 0

Cartesian coordinates (Å):
C -0.0538 -1.6415 3.3676
C 0.2214 0.9513 0.3393
C -1.3071 0.3159 2.2994
C -0.4186 1.3598 1.6454
C -0.7572 -0.7351 2.7946
C 1.4760 -0.2126 -2.6978
C 1.6572 -1.4927 -1.7374
C -0.0076 -0.1408 -2.7988
C 0.2788 -2.0408 -1.3984
C -1.0811 2.8108 1.6790
N -0.5850 -0.9812 -1.7611
O -2.1416 0.8793 -0.8616
S -1.1540 -0.1076 -0.3746
H 0.0955 -2.6679 3.0185
H 0.2475 -1.4307 4.3784
H 0.4836 1.6718 -0.4458
H 1.1014 0.2153 0.3394
H -2.3683 0.5517 2.3412
H 0.4612 1.4719 2.3088
H 1.9170 0.6745 -2.3402
H 1.8134 -0.4733 -3.7481
H 2.4130 -2.1969 -2.1584
H 2.0092 -1.1704 -0.7505
H -0.4546 0.8365 -2.6132
H -0.3442 -0.5475 -3.7428
H -0.0566 -2.9458 -1.9898
H 0.3553 -2.3134 -0.2382
H -1.3556 3.0110 2.7091
H -2.0145 2.8041 0.9323
H -0.4306 3.5444 1.5037